Entry a
Computed, not measured: the molecule CH4BrP, with ωB97M-V/def2-TZVPD.

As for the HOMO energy: -8.8 eV. The value obtained for the HOMO-LUMO gap is 0.33574 Ha. The structure (SMILES) is C=[PH2]Br.

Atoms and positions in Å:
C -0.43714 1.17934 0.35449
P 0.29574 -0.19147 -0.39953
Br 0.54347 -2.24400 0.55736
H -0.14823 1.26239 1.32164
H 1.62828 -0.27481 -0.90234
H -1.54817 0.89165 0.58708
H -0.33396 -0.62309 -1.51871

Here are the Mulliken charges for atoms 1 to 6, given in e:
1 C -0.738
2 P 0.238
3 Br -0.221
4 H 0.284
5 H 0.122
6 H 0.214

---

Entry b
Computed, not measured: the molecule CH4BrP, with ωB97M-V/def2-TZVPD.

As for the HOMO energy: -7.4 eV. The value obtained for the HOMO-LUMO gap is 0.26816 Ha.

Atoms and positions in Å:
C 0.86446 -0.22094 0.81894
P -2.04803 0.60744 -0.99982
Br 0.06007 0.96388 -0.79217
H 0.93937 0.45925 1.72738
H 1.98154 -0.35939 0.59165
H 0.31826 -1.16746 0.84928
H -2.11567 -0.28279 -2.19526

Here are the Mulliken charges for atoms 1 to 6, given in e:
1 C -0.704
2 P -0.246
3 Br 0.114
4 H 0.259
5 H 0.264
6 H 0.305

---

Result of the stability comparison: entry b is the least stable of them.